{
  "formula": "C23H20F3N",
  "method": "ωB97M-V/def2-TZVPD",
  "species": ["F", "C", "C", "C", "C", "C", "C", "H", "H", "H", "H", "H", "F", "C", "C", "C", "C", "C", "C", "H", "H", "H", "H", "H", "F", "C", "C", "C", "C", "C", "C", "H", "H", "H", "H", "H", "C", "C", "C", "N", "C", "C", "H", "H", "H", "H", "H"],
  "positions_angstrom": [[26.68837, 18.87123, 14.07899], [25.49047, 19.28450, 13.64006], [25.02892, 18.75511, 12.43726], [23.85457, 19.26203, 11.91190], [23.14664, 20.27552, 12.55529], [23.59739, 20.73631, 13.77669], [24.78268, 20.24084, 14.32617], [25.61553, 17.99605, 11.94010], [23.50177, 18.84321, 10.97765], [22.21241, 20.63596, 12.14680], [23.00301, 21.39271, 14.39820], [25.08139, 20.65761, 15.27866], [29.18289, 16.29909, 13.88381], [28.89413, 15.37034, 14.81860], [27.63132, 15.35633, 15.39103], [27.25898, 14.35464, 16.27715], [28.23149, 13.42945, 16.64864], [29.48832, 13.43471, 16.06531], [29.82654, 14.38845, 15.10754], [27.02024, 16.21754, 15.14281], [26.27878, 14.42529, 16.72511], [28.05485, 12.61055, 17.33653], [30.25871, 12.70507, 16.26513], [30.80500, 14.28100, 14.66749], [34.78755, 13.30394, 17.74246], [33.98343, 12.76025, 16.82578], [33.76974, 13.38117, 15.61254], [32.87083, 12.84737, 14.68675], [32.21198, 11.67036, 14.96191], [32.43244, 11.03880, 16.19115], [33.30914, 11.57637, 17.11278], [34.25549, 14.30671, 15.32824], [32.79276, 13.37903, 13.74773], [31.44858, 11.31098, 14.28353], [31.83802, 10.17323, 16.45103], [33.47428, 11.09183, 18.06685], [24.00983, 14.03130, 18.32412], [24.78606, 12.91513, 18.58206], [25.91364, 13.08406, 19.37302], [26.22434, 14.22202, 20.00160], [25.36997, 15.24577, 19.85913], [24.30312, 15.22482, 18.96113], [23.17433, 14.03119, 17.63454], [24.53001, 11.96969, 18.12426], [26.59551, 12.25874, 19.53989], [25.74101, 16.14709, 20.33292], [23.63941, 16.07206, 18.85667]],
  "atomic_forces_ev_per_a": [[0.1, -0.1, 0.4], [-0.1, 0.0, -0.7], [0.1, 0.4, 0.5], [0.0, -0.1, -0.3], [-0.2, -0.3, 0.1], [0.2, -0.5, 0.3], [-0.5, 0.5, 0.2], [0.0, 0.0, 0.0], [-0.1, 0.1, 0.0], [0.0, 0.0, -0.1], [0.0, 0.3, -0.3], [0.4, -0.3, 0.0], [0.0, 0.1, 0.2], [0.2, -0.9, -0.1], [0.3, 0.7, -0.3], [0.8, 0.6, 0.1], [0.0, -0.9, 0.0], [0.0, 0.6, -0.7], [-0.2, -0.2, 0.5], [-0.4, -0.3, 0.0], [0.0, -0.3, 0.1], [-0.4, 0.2, 0.1], [-0.2, -0.2, 0.4], [0.0, 0.5, -0.3], [0.2, 0.1, 0.1], [-0.8, -0.5, -0.6], [0.0, 0.5, -0.4], [0.9, 0.0, 0.3], [-0.4, -0.1, 0.3], [-0.3, 0.3, -0.4], [0.4, 0.1, 0.4], [0.2, 0.0, 0.4], [-0.3, -0.1, -0.1], [0.1, -0.2, 0.0], [0.2, -0.1, 0.0], [0.0, 0.1, 0.0], [-0.3, 0.4, 0.0], [0.0, 0.2, -0.4], [-0.1, 0.0, 0.4], [-0.6, -0.2, -0.2], [1.1, -0.1, -0.9], [-0.1, -0.1, 0.8], [0.0, -0.3, 0.0], [0.2, -0.1, 0.0], [0.0, -0.1, 0.0], [-0.6, 0.2, 0.2], [0.2, 0.1, -0.1]],
  "energy_ev": -33817.101,
  "orbital_gap_ev": 9.8,
  "smiles": "Fc1ccccc1.Fc1ccccc1.Fc1ccccc1.c1ccncc1"
}